97
Properties=species:S:1:pos:R:3:forces:R:3:lowdin_charge:R:1 method="wB97M-V/def2-TZVPD" fmax_ev_per_a=3.57 multiplicity=4 charge=+1 s_squared=3.80 orbital_gap_ev="7.351 / 8.589" energy_ev=-81233.0904
O 1.889046 -2.372909 -1.500261 0.1 -0.9 0.3 -0.25
O 0.726443 -0.777562 -3.093046 -0.4 0.1 -1.7 -0.27
C 3.016387 -2.631597 -0.648251 -0.5 0.6 -0.2 -0.24
C 3.358449 -4.097728 -0.487375 0.2 -0.2 0.3 -0.06
H 2.817751 -2.171993 0.337453 0.2 -0.1 -0.1 0.11
H 3.843462 -2.082023 -1.115093 -0.2 -0.1 0.1 0.11
H 2.939964 -4.487442 0.446004 0.0 -0.1 -0.3 0.06
H 4.443343 -4.186432 -0.412511 0.0 -0.2 0.0 0.08
H 3.022191 -4.706969 -1.332043 0.1 0.2 0.1 0.08
C 0.677199 -3.080299 -1.134921 0.7 0.4 0.4 -0.25
C 0.250098 -3.998862 -2.242183 -0.2 -0.3 -0.1 -0.06
H -0.090978 -2.319816 -0.920538 0.1 -0.2 -0.1 0.10
H 0.857532 -3.629626 -0.197982 -0.1 0.1 -0.3 0.10
H 0.077902 -3.445391 -3.172310 0.0 -0.2 0.2 0.06
H -0.682320 -4.494700 -1.953193 0.1 0.0 -0.1 0.09
H 1.011667 -4.768949 -2.414699 -0.2 0.2 -0.1 0.08
C -0.499055 -0.479377 -3.797729 0.6 0.0 -0.1 -0.23
C 1.833380 -0.853384 -4.018553 -0.1 0.5 0.3 -0.24
C -1.652207 -0.750729 -2.877517 -0.4 -0.2 0.0 -0.05
H -0.555364 -1.113537 -4.696404 -0.1 0.2 0.3 0.12
H -0.478077 0.569455 -4.139389 0.0 -0.3 0.1 0.11
H -1.763303 -1.826412 -2.698884 0.0 0.2 0.0 0.08
H -2.576522 -0.386726 -3.335828 0.0 0.0 0.1 0.09
H -1.519994 -0.251983 -1.914521 -0.1 0.0 -0.2 0.04
C 1.881457 -2.150972 -4.771796 0.1 -0.3 -0.2 -0.06
H 2.744212 -0.701489 -3.427705 -0.3 -0.1 -0.2 0.10
H 1.744304 -0.013558 -4.723872 0.1 0.0 0.2 0.12
H 1.959767 -2.989892 -4.079063 0.0 0.1 -0.2 0.06
H 2.762883 -2.149470 -5.416972 0.0 0.0 0.0 0.09
H 1.007659 -2.279145 -5.418031 0.1 -0.1 0.1 0.08
H 1.031804 -0.709510 -1.475859 -0.4 2.5 2.5 0.16
N -0.670311 -0.047568 2.810995 -0.2 0.3 -0.4 -0.01
C -1.508250 0.302041 3.794200 0.5 0.0 -0.4 -0.28
C -2.286636 1.457992 3.736691 -0.4 0.0 0.2 0.01
C -2.501680 2.230966 2.596932 0.4 0.2 -0.2 -0.29
C -1.649599 -0.592436 4.991880 -0.3 0.0 0.5 0.02
H -0.681392 -0.811789 5.464627 -0.3 0.0 -0.3 0.09
H -2.138680 -1.548084 4.744720 0.3 0.3 0.0 0.10
H -2.277974 -0.088167 5.735588 0.2 -0.2 -0.2 0.09
C -3.665561 3.179501 2.547726 -0.3 0.1 0.5 0.02
H -4.400844 2.884773 1.784278 0.3 0.1 0.2 0.10
H -3.349732 4.211004 2.341195 -0.1 -0.3 0.0 0.09
H -4.164112 3.161020 3.522179 0.0 0.1 -0.3 0.09
N -1.706618 2.153380 1.532812 0.3 -0.4 0.0 -0.02
C -0.110449 -1.368122 2.798267 0.3 -0.6 0.1 -0.22
C 1.167987 -1.598674 3.347753 -0.5 0.0 -0.2 -0.22
C 1.905627 -0.513123 4.060137 0.6 0.4 0.1 -0.03
C 1.700840 -2.884970 3.285401 0.0 -0.3 -0.2 -0.03
H 2.702910 -3.060128 3.687690 -0.4 0.0 -0.1 0.12
C 0.967481 -3.935533 2.734735 -0.1 0.0 0.0 -0.07
H 1.391428 -4.942908 2.704071 -0.1 0.3 0.0 0.11
C -0.323469 -3.708964 2.252005 0.2 0.0 0.1 -0.05
H -0.921930 -4.528723 1.849104 0.2 0.2 0.1 0.12
C -0.874144 -2.429600 2.270514 0.3 0.2 0.1 -0.22
C -2.273124 -2.205037 1.780925 -0.4 0.0 -0.4 -0.02
C -1.973360 2.887118 0.333457 0.0 0.3 -0.6 -0.21
C -1.403438 4.164519 0.157516 -0.1 -0.5 0.1 -0.22
C -0.720464 4.853815 1.301548 0.3 0.3 0.2 -0.03
C -1.507410 4.768754 -1.092639 -0.1 0.0 -0.2 -0.03
H -1.046637 5.751662 -1.233738 -0.2 -0.4 0.0 0.12
C -2.168121 4.128186 -2.142349 0.0 0.0 0.1 -0.06
H -2.198374 4.593702 -3.127703 0.0 -0.1 0.3 0.12
C -2.795091 2.898036 -1.932748 -0.1 0.2 0.0 -0.04
H -3.344527 2.399447 -2.738905 0.2 0.3 0.3 0.12
C -2.749048 2.286987 -0.680861 0.5 0.1 0.2 -0.21
C -3.496190 1.016480 -0.403520 -0.2 -0.4 -0.2 -0.03
Cr -0.003496 1.201025 1.440084 0.3 0.8 2.2 0.95
H 1.959461 0.425037 3.489491 0.0 -0.3 0.3 0.06
H 2.926314 -0.856897 4.268244 -0.2 0.2 0.0 0.09
H 1.440347 -0.266340 5.027678 0.1 -0.1 -0.3 0.09
H -2.368281 -1.268273 1.213523 0.0 -0.2 0.2 0.05
H -3.000693 -2.164783 2.607860 0.2 0.0 -0.2 0.09
H -2.577683 -3.025838 1.117262 0.0 0.2 0.2 0.09
H -0.270969 5.789444 0.946511 0.0 -0.2 0.2 0.10
H 0.067617 4.242051 1.766050 -0.3 0.2 -0.1 0.07
H -1.433491 5.116623 2.097188 0.2 -0.1 -0.2 0.09
H -4.215465 1.126387 0.423141 0.3 0.0 -0.2 0.09
H -2.827744 0.182584 -0.138064 -0.2 0.3 -0.1 0.05
H -4.057423 0.718300 -1.296988 0.1 0.0 0.2 0.09
H -2.903719 1.677566 4.603934 0.1 -0.1 -0.2 0.12
C 0.843293 0.153325 -0.466464 0.5 -1.3 -1.3 -0.22
Si 1.843540 1.658656 -1.077561 0.6 0.7 -1.1 0.50
H -0.266190 0.228082 -0.437626 0.1 -0.2 -0.1 0.01
H 1.258083 -0.419257 0.385634 -0.2 0.0 0.0 0.04
C 3.589270 1.063161 -1.465810 -0.1 -0.3 0.3 -0.15
C 2.088016 3.174257 0.011041 -0.3 -0.2 0.6 -0.18
C 0.992221 2.379422 -2.603088 -0.1 -0.2 -0.1 -0.15
H 1.070785 3.476238 -2.591823 0.0 -0.3 0.0 0.04
H -0.079217 2.139949 -2.615995 0.2 0.1 0.0 0.02
H 1.435460 2.024599 -3.543939 -0.1 0.0 0.2 0.03
H 4.207184 1.166340 -0.562437 -0.1 0.0 -0.2 0.05
H 4.041409 1.678428 -2.256566 -0.2 -0.1 0.2 0.05
H 3.624179 0.012863 -1.776383 0.0 0.3 0.1 0.00
H 2.226044 2.917436 1.069315 0.2 0.3 -0.3 0.01
H 1.231712 3.856310 -0.060842 0.2 -0.1 0.0 0.01
H 2.979916 3.720210 -0.329723 -0.2 -0.2 -0.1 0.06
F 1.171373 2.146604 2.574896 -1.4 -1.0 -1.1 -0.42